No. 1
{"formula": "C2H2N2O4", "method": "ωB97M-V/def2-TZVPD", "elements": ["C", "C", "N", "N", "O", "O", "O", "O", "H", "H"], "xyz": [[-2.50, -0.15, 0.68], [1.95, 0.36, -0.53], [1.95, 1.46, -0.12], [1.53, -0.95, -0.53], [1.94, -1.74, 0.29], [2.03, 2.62, 0.00], [0.84, -1.21, -1.48], [-1.74, 0.75, 0.62], [-2.41, -1.23, 0.51], [-3.59, 0.08, 0.56]], "nbo_charge": [0.293, 0.191, 0.275, 0.475, -0.325, -0.290, -0.327, -0.490, 0.116, 0.083], "smiles": "O=[N+]([O-])C#[N+][O-].C=O", "homo_energy_ev": -10.4, "orbital_gap_ev": 9.0, "de_lowest_kj_mol": 668.7}

---

No. 2
{"formula": "C2H2N2OS", "method": "ωB97M-V/def2-TZVPD", "elements": ["C", "C", "N", "N", "O", "S", "H", "H"], "xyz": [[-0.89, -1.55, -0.20], [0.28, 1.30, -2.22], [-2.04, -1.34, 0.16], [1.26, 1.66, -2.70], [-0.64, 1.15, -1.55], [0.62, -1.63, -0.63], [1.60, 1.62, -3.62], [-2.45, -0.48, -0.09]], "nbo_charge": [0.247, 0.854, -0.682, -0.743, -0.527, 0.018, 0.416, 0.416], "smiles": "N=C=O.N=C=S", "homo_energy_ev": -9.6, "orbital_gap_ev": 10.0, "de_lowest_kj_mol": 40.2}

---

No. 3
{"formula": "C2H2N2OS", "method": "ωB97M-V/def2-TZVPD", "elements": ["C", "C", "N", "N", "O", "S", "H", "H"], "xyz": [[-0.84, 0.38, 0.06], [-0.18, -0.87, -0.06], [0.44, 2.40, 0.02], [-0.31, 1.54, 0.02], [1.03, -1.33, -0.09], [2.71, -0.91, 0.04], [-1.91, 0.43, 0.16], [-0.94, -1.64, -0.14]], "nbo_charge": [-0.337, 0.338, 0.154, 0.087, -0.504, -0.166, 0.249, 0.180], "homo_energy_ev": [-7.8, -7.8], "orbital_gap_ev": [6.7, 6.7], "de_lowest_kj_mol": 426.7}

---

No. 4
{"formula": "C2H2N2OS2", "method": "ωB97M-V/def2-TZVPD", "elements": ["C", "C", "N", "N", "O", "S", "S", "H", "H"], "xyz": [[-0.54, 1.09, 0.07], [-1.64, -1.15, 0.01], [0.33, 0.15, -0.04], [-0.28, -1.06, -0.12], [3.02, -0.90, 0.51], [-2.18, 0.44, 0.29], [2.76, 0.42, -0.04], [-0.45, 2.11, 0.07], [0.47, -1.71, -0.12]], "nbo_charge": [-0.127, -0.171, -0.271, -0.399, -0.802, 0.379, 0.736, 0.223, 0.432], "homo_energy_ev": [-8.2, -8.3], "orbital_gap_ev": [7.5, 7.5], "de_lowest_kj_mol": 344.5}

---

No. 5
{"formula": "C2H2N2OSi", "method": "ωB97M-V/def2-TZVPD", "elements": ["C", "C", "N", "N", "O", "Si", "H", "H"], "xyz": [[-1.99, -0.32, 0.01], [0.71, 1.21, 0.02], [-2.61, 0.36, 0.66], [0.38, 2.27, 0.28], [-0.19, -1.20, -1.16], [0.92, -0.70, -0.14], [2.32, -0.51, -0.83], [0.47, -1.11, 1.16]], "nbo_charge": [0.424, -0.173, -0.366, -0.298, -0.646, 1.279, -0.081, -0.139], "homo_energy_ev": [-12.2, -12.1], "orbital_gap_ev": [8.0, 7.7], "de_lowest_kj_mol": 530.0}

---

No. 6
{"formula": "C2H2N2P2", "method": "ωB97M-V/def2-TZVPD", "elements": ["C", "C", "N", "N", "P", "P", "H", "H"], "xyz": [[0.49, -1.61, -0.26], [1.22, 0.99, -0.39], [0.95, -2.43, 0.42], [2.02, 1.75, -0.11], [-1.63, 0.01, 0.27], [-0.18, -0.32, -1.23], [-1.03, 0.34, 1.38], [-1.83, 1.27, -0.08]], "nbo_charge": [-0.134, 0.001, -0.230, -0.350, 0.106, 0.609, 0.010, -0.012], "smiles": "N#CP(#[PH2])C#N", "homo_energy_ev": -10.7, "orbital_gap_ev": 9.7, "de_lowest_kj_mol": 110.3}

---

No. 7
{"formula": "C2H2N2Si", "method": "ωB97M-V/def2-TZVPD", "elements": ["C", "C", "N", "N", "Si", "H", "H"], "xyz": [[-1.87, 0.84, 0.89], [1.24, 1.70, 0.95], [-2.84, 1.17, 1.45], [1.97, 2.46, 1.37], [-0.09, 0.44, 0.26], [0.02, 0.15, -1.19], [0.42, -0.71, 0.95]], "nbo_charge": [-0.134, -0.104, -0.243, -0.281, 0.993, -0.102, -0.130], "smiles": "N#C[SiH2]C#N", "homo_energy_ev": -12.6, "orbital_gap_ev": 12.4, "de_lowest_kj_mol": 9.8}

---

No. 8
{"formula": "C2H2N3O", "method": "ωB97M-V/def2-TZVPD", "elements": ["C", "C", "N", "N", "N", "O", "H", "H"], "xyz": [[0.54, 0.62, -0.28], [1.16, -0.33, 1.74], [2.57, 1.76, 0.36], [1.64, 1.34, -0.17], [0.32, -0.36, 0.80], [2.03, -0.36, 2.44], [-0.20, 1.03, -1.07], [-0.45, -1.01, 0.80]], "nbo_charge": [-0.124, 0.977, 0.147, 0.006, -0.586, -0.230, 0.307, 0.503], "homo_energy_ev": -14.1, "orbital_gap_ev": 8.2, "de_lowest_kj_mol": 216.9, "charge": 1}

---

No. 9
{"formula": "C2H2N3O", "method": "ωB97M-V/def2-TZVPD", "elements": ["C", "C", "N", "N", "N", "O", "H", "H"], "xyz": [[0.30, 0.30, 1.05], [-0.17, -1.27, -1.14], [-0.07, 1.34, 0.14], [-0.49, 2.35, -0.08], [0.27, -0.90, 0.86], [-0.17, -0.28, -1.70], [0.59, 0.79, 1.99], [-0.27, -2.34, -1.11]], "nbo_charge": [0.047, 0.678, 0.073, 0.363, -0.339, -0.360, 0.270, 0.267], "homo_energy_ev": -15.4, "orbital_gap_ev": 9.0, "de_lowest_kj_mol": 257.7, "charge": 1}

---

No. 10
{"formula": "C2H2N3O2S", "method": "ωB97M-V/def2-TZVPD", "elements": ["C", "C", "N", "N", "N", "O", "O", "S", "H", "H"], "xyz": [[-0.10, 0.75, 0.02], [1.89, 0.02, -0.45], [0.87, 1.67, 0.22], [1.99, 1.39, -0.23], [0.53, -0.25, -0.68], [4.68, 1.11, 0.50], [2.75, -0.79, -0.02], [4.76, -0.10, -0.19], [-1.18, 0.75, 0.21], [0.15, -1.11, -0.95]], "nbo_charge": [0.117, 0.687, 0.057, -0.190, -0.514, -0.628, -0.607, 1.347, 0.278, 0.452], "homo_energy_ev": [-13.7, -13.9], "orbital_gap_ev": [5.7, 7.3], "charge": 1}

---

No. 11
{"formula": "C2H2N3O4", "method": "ωB97M-V/def2-TZVPD", "elements": ["C", "C", "N", "N", "N", "O", "O", "O", "O", "H", "H"], "xyz": [[-0.55, 0.19, -0.70], [1.20, -1.81, 0.56], [-1.00, 2.23, 0.86], [0.90, -2.25, -0.52], [-0.54, -0.67, -1.65], [1.69, -1.71, 1.62], [-1.16, 1.29, -0.75], [-0.19, 1.60, 1.58], [0.12, -1.87, -1.59], [0.02, 0.00, 0.25], [-0.51, 3.01, 0.34]], "nbo_charge": [0.345, 0.758, -0.123, -0.300, -0.279, -0.549, -0.667, -0.387, -0.218, 0.104, 0.316], "homo_energy_ev": [-2.1, -4.0], "orbital_gap_ev": [5.8, 7.7], "de_lowest_kj_mol": 0.0, "multiplicity": 3, "s2": 2.01, "charge": -1}

---

No. 12
{"formula": "C2H2N3O4S", "method": "ωB97M-V/def2-TZVPD", "elements": ["C", "C", "N", "N", "N", "O", "O", "O", "O", "S", "H", "H"], "xyz": [[-0.16, 0.19, 1.57], [-1.03, -0.79, -0.55], [0.99, 0.64, 1.31], [-0.98, -0.74, 0.78], [1.62, 0.33, 0.20], [-0.70, 0.34, -1.19], [-1.48, -1.78, -1.06], [0.87, 2.13, -1.63], [1.55, -0.11, -2.18], [1.00, 0.77, -1.20], [-0.57, 0.55, 2.59], [-1.10, -1.53, 1.36]], "nbo_charge": [0.153, 0.885, -0.262, -0.670, -0.787, -0.733, -0.638, -0.948, -0.962, 2.400, 0.165, 0.397], "smiles": "O=C1NC=NN=[S@@](=O)([O-])O1", "homo_energy_ev": -4.3, "orbital_gap_ev": 8.1, "de_lowest_kj_mol": 164.3, "charge": -1}

---

No. 13
{"formula": "C2H2N3OS", "method": "ωB97M-V/def2-TZVPD", "elements": ["C", "C", "N", "N", "N", "O", "S", "H", "H"], "xyz": [[0.09, -0.25, 1.87], [-0.85, 0.73, -0.39], [0.20, 0.54, 0.99], [0.61, -0.68, -1.40], [-0.45, 0.28, -1.45], [-1.81, 1.37, -0.03], [0.00, -1.08, 3.23], [1.08, -0.52, -2.24], [1.13, -0.38, -0.57]], "nbo_charge": [0.205, 0.749, -0.572, -0.677, -0.473, -0.664, -0.247, 0.332, 0.347], "smiles": "N/N=C(/[O-])N=C=S", "homo_energy_ev": -3.9, "orbital_gap_ev": 7.4, "de_lowest_kj_mol": 103.9, "charge": -1}

---

No. 14
{"formula": "C2H2N3P", "method": "ωB97M-V/def2-TZVPD", "elements": ["C", "C", "N", "N", "N", "P", "H", "H"], "xyz": [[0.36, -1.13, -1.13], [-1.21, -0.75, 0.98], [0.26, -1.94, -1.92], [-2.13, -0.92, 1.61], [0.51, -0.26, -0.20], [1.02, 1.31, -0.25], [1.42, 1.50, 1.26], [-0.24, 2.21, -0.35]], "nbo_charge": [0.397, 0.216, -0.198, -0.445, -0.626, 0.572, 0.019, 0.065], "homo_energy_ev": [-9.8, -10.4], "orbital_gap_ev": [10.0, 5.8], "de_lowest_kj_mol": 63.3, "multiplicity": 3, "s2": 2.03}

---

No. 15
{"formula": "C2H2N3S2", "method": "ωB97M-V/def2-TZVPD", "elements": ["C", "C", "N", "N", "N", "S", "S", "H", "H"], "xyz": [[-1.13, -0.47, -0.26], [0.11, 1.06, 0.62], [-1.16, 0.64, 0.50], [0.95, 0.30, -0.12], [0.04, -0.74, -0.73], [0.75, -2.03, -1.52], [0.61, 2.37, 1.60], [-1.94, -1.04, -0.45], [1.77, -0.08, 0.36]], "nbo_charge": [0.236, 0.231, -0.562, -0.434, -0.306, -0.367, -0.409, 0.192, 0.419], "smiles": "S=c1ncn([S-])[nH]1", "homo_energy_ev": -3.5, "orbital_gap_ev": 7.2, "de_lowest_kj_mol": 15.3, "charge": -1}

---

No. 16
{"formula": "C2H2N3S2", "method": "ωB97M-V/def2-TZVPD", "elements": ["C", "C", "N", "N", "N", "S", "S", "H", "H"], "xyz": [[-2.07, -0.25, -0.06], [-1.23, -1.33, -0.13], [0.85, -0.27, -0.15], [2.25, 1.41, 0.63], [0.12, -1.27, -0.26], [-2.96, 0.98, 0.09], [1.80, 0.86, -0.68], [-1.79, -2.22, -0.20], [3.03, 2.09, 0.77]], "nbo_charge": [0.005, -0.249, -0.468, -0.943, 0.040, 0.552, 1.348, 0.274, 0.441], "homo_energy_ev": -13.7, "orbital_gap_ev": 7.3, "de_lowest_kj_mol": 222.6, "charge": 1}

---

No. 17
{"formula": "C2H2N4", "method": "ωB97M-V/def2-TZVPD", "elements": ["C", "N", "N", "N", "C", "N", "H", "H"], "xyz": [[0.78, 0.85, -0.28], [0.99, -0.12, -1.16], [0.20, -1.25, -1.05], [-0.70, -1.35, -0.12], [-0.85, -0.30, 0.73], [-0.15, 0.81, 0.70], [1.37, 1.78, -0.31], [-1.63, -0.42, 1.49]], "nbo_charge": [0.237, -0.263, 0.042, -0.234, 0.241, -0.427, 0.203, 0.200], "smiles": "c1ncnnn1", "homo_energy_ev": -10.2, "orbital_gap_ev": 9.5, "de_lowest_kj_mol": 169.2}

---

No. 18
{"formula": "C2H2N4", "method": "ωB97M-V/def2-TZVPD", "elements": ["C", "C", "H", "H", "N", "N", "N", "N"], "xyz": [[0.44, 0.02, 1.06], [-0.91, -0.52, -0.57], [0.95, -0.19, 1.93], [-1.83, -0.66, -1.08], [-0.37, -0.88, 0.66], [-0.20, 0.23, -1.37], [0.79, 1.01, -0.94], [1.12, 0.97, 0.32]], "nbo_charge": [0.215, 0.246, 0.185, 0.221, -0.398, -0.293, 0.043, -0.221], "smiles": "c1ncnnn1", "homo_energy_ev": -10.1, "orbital_gap_ev": 9.3, "de_lowest_kj_mol": 259.8}

---

No. 19
{"formula": "C2H2N4O2", "method": "ωB97M-V/def2-TZVPD", "elements": ["C", "C", "H", "H", "N", "N", "N", "N", "O", "O"], "xyz": [[1.78, -0.31, 0.02], [-1.62, 0.20, -0.05], [1.65, -1.42, 0.22], [-0.67, -1.46, 0.53], [0.58, 0.31, -0.06], [0.09, 1.52, 0.02], [-1.22, 1.57, -0.02], [-0.59, -0.58, -0.08], [2.70, 0.40, -0.30], [-2.70, -0.23, -0.28]], "nbo_charge": [0.520, 0.648, 0.157, 0.435, -0.114, 0.084, -0.219, -0.472, -0.471, -0.568], "smiles": "O=Cn1nnc(=O)[nH]1", "homo_energy_ev": -10.4, "orbital_gap_ev": 9.3, "de_lowest_kj_mol": 459.8}

---

No. 20
{"formula": "C2H2N4O2", "method": "ωB97M-V/def2-TZVPD", "elements": ["C", "C", "H", "H", "N", "N", "N", "N", "O", "O"], "xyz": [[-0.08, 1.63, 0.91], [0.17, -0.51, -0.27], [-0.73, 1.10, 1.65], [1.36, 1.26, -0.50], [0.70, 0.75, 0.18], [-0.97, -1.05, 0.09], [-1.07, -2.27, -0.49], [-0.12, -2.52, -1.24], [-0.03, 2.79, 0.89], [0.77, -1.18, -1.23]], "nbo_charge": [0.555, 0.683, 0.126, 0.430, -0.646, -0.404, 0.025, 0.132, -0.518, -0.382], "smiles": "O=CNc1nnno1", "homo_energy_ev": -10.9, "orbital_gap_ev": 11.0, "de_lowest_kj_mol": 356.4}